(1)
Below is a molecular structure, C17H22N3O11V in a non-equilibrium geometry, with properties calculated with ωB97M-V/def2-TZVPD.

CARTESIAN COORDINATES (ANGSTROEM)
O -1.36328 3.26749 4.21683
V -2.61497 3.51612 5.14760
O -3.62538 4.56037 4.58954
O -2.19615 3.27800 7.26775
C -1.05677 3.28385 8.08755
C -1.12026 2.55579 9.47723
O -1.70747 1.26869 9.62349
H -0.81120 4.34490 8.13200
H -0.28101 2.85535 7.45297
H -1.59920 3.32377 10.08461
H -0.12110 2.42338 9.89226
C -2.95142 -0.18143 3.56062
C -4.03477 0.89739 3.81862
O -3.92391 1.57501 5.04326
H -3.02753 -0.76697 2.64440
H -3.14324 -0.84176 4.40636
H -1.99886 0.33983 3.65559
H -4.93075 0.29746 3.65924
H -4.12598 1.54930 2.94983
C 0.28539 7.46062 5.51132
N -0.95601 6.95621 5.01688
O -1.65996 7.74709 4.38933
O -1.24747 5.78066 5.22838
H 0.82682 7.91415 4.68110
H 0.85268 6.66597 5.99589
H 0.15679 8.19945 6.30232
C -1.00691 2.14621 0.98316
C -2.24552 2.31538 0.32077
C -2.81826 3.58663 0.19671
C -2.11549 4.73323 0.64491
C -0.82054 4.56496 1.19262
C -0.34496 3.29331 1.50792
N -2.57843 6.07276 0.46002
O -3.57767 6.11598 -0.20922
O -1.98969 7.08786 0.90167
H -0.60854 1.14488 1.05418
H -2.91402 1.51788 0.03180
H -3.84338 3.59639 -0.14305
H -0.20832 5.41527 1.45447
H 0.64845 3.17179 1.91384
C -7.12470 8.52868 6.52066
C -8.16151 7.80039 7.10647
C -7.89206 6.45763 7.53796
C -6.62175 5.90583 7.44646
C -5.67123 6.65334 6.62878
C -5.87886 7.95922 6.23684
N -6.37564 4.56083 8.11293
O -7.18219 4.04465 8.75787
O -5.27117 4.10245 7.75758
H -7.33545 9.56778 6.31509
H -9.11230 8.23229 7.38190
H -8.75085 5.97773 7.98356
H -4.71221 6.22743 6.37325
H -5.14903 8.53350 5.68551

Computed properties:
F_max ... 0.1559 hartree/bohr
Relative energy (zero: lowest compared OMol25 entry of this formula, charge and spin) ... 262.84 kJ/mol
E_HOMO ... 0.73 eV
HOMO-LUMO gap ... 2.76 eV
Total charge ... -2

Atom charges from the Löwdin analysis, given in e for atoms 1 to 2: O -0.4042; V 0.9164

(2)
Below is 3 unconnected molecules or ions with the total composition C28H52IN4O7S in a non-equilibrium geometry, with properties calculated with ωB97M-V/def2-TZVPD.

CARTESIAN COORDINATES (ANGSTROEM)
C -0.95212 -2.83767 3.59297
C -0.53811 -1.77615 3.14570
C -0.16396 -0.58930 2.17235
C -0.26259 -0.98336 0.63799
C -1.08217 -2.35588 0.38274
N -1.46696 -2.30529 -1.06443
C -2.42162 -3.44615 -1.38384
I -3.18427 -3.37560 -3.42582
C -1.77546 -4.88261 -1.15811
C -2.55116 -5.54593 0.09774
C -0.32754 -2.17737 -2.02391
C 0.92569 -1.32540 -1.50695
C 1.03549 0.04156 -2.35449
C 0.46040 1.31405 -1.60936
C -1.09876 1.43043 -2.02897
C -2.02000 2.04795 -0.88508
C -3.40703 1.27876 -0.70379
C -3.65795 0.77555 0.79032
O -5.09465 0.55360 0.89440
C -5.44096 0.04254 2.14719
O -4.89129 0.33971 3.19671
C -6.62893 -0.98448 2.26100
C -6.80156 -1.96408 1.23410
N 1.03252 -1.14211 -0.04502
C 1.94116 -2.10100 0.62606
C 3.23942 -1.26956 1.12842
C 3.40224 -1.25494 2.71453
S 3.54843 0.47790 3.30864
O 4.94944 0.94706 3.39013
O 2.78957 1.43622 2.46962
O 2.78697 0.51091 4.80528
H -1.36048 -3.84532 3.87359
H -0.87638 0.26596 2.41057
H 0.86646 -0.22717 2.48228
H -0.92769 -0.18699 0.15917
H -0.51392 -3.27400 0.69259
H -2.05050 -2.31300 0.98100
H -2.04640 -1.44726 -1.17591
H -3.32058 -3.26585 -0.71023
H -0.66499 -4.84201 -0.90450
H -1.91306 -5.58894 -2.02189
H -3.38672 -6.19196 -0.30343
H -2.99255 -4.76020 0.79035
H -1.84802 -6.16220 0.74718
H -0.73159 -1.64029 -2.94515
H 0.01478 -3.19152 -2.41515
H 1.84713 -1.91123 -1.83546
H 0.61927 -0.06707 -3.40927
H 2.15682 0.22459 -2.49383
H 0.93564 2.26664 -2.01973
H 0.59692 1.32284 -0.49125
H -1.46275 0.35733 -2.20692
H -1.22080 1.94392 -3.03608
H -2.20483 3.13500 -1.17013
H -1.44620 1.97398 0.08930
H -3.52869 0.37759 -1.37875
H -4.26129 1.98552 -0.94499
H -3.17507 -0.24080 0.99278
H -3.29158 1.51156 1.56278
H -7.33695 -0.99120 3.13793
H -6.37180 -3.00515 1.34207
H -7.36113 -1.70452 0.28585
H 2.34912 -2.92393 -0.02836
H 1.47772 -2.63012 1.52777
H 4.16409 -1.80049 0.72132
H 3.21999 -0.25592 0.63974
H 4.37470 -1.77904 2.99309
H 2.57408 -1.85251 3.19727
H 2.03611 -0.11584 4.68608
C -0.37663 1.27202 -5.63874
O -0.34202 0.28393 -4.91729
N 0.64654 1.71805 -6.39900
C 0.52840 2.90125 -7.23072
C 1.90398 0.99158 -6.38443
H -1.28133 1.89465 -5.72365
H 0.70600 2.62453 -8.27210
H 1.27378 3.63469 -6.91583
H -0.46496 3.34149 -7.14279
H 1.72959 -0.03499 -6.71398
H 2.29465 0.96971 -5.36473
H 2.62763 1.46951 -7.04333
C 3.16832 4.92436 4.03105
O 2.45875 5.91388 4.04038
N 4.47842 4.89593 4.38490
C 5.25690 3.67306 4.34603
C 5.11763 6.12546 4.81448
H 2.78385 3.93831 3.72154
H 5.63459 3.45774 5.34917
H 6.09680 3.80918 3.65983
H 4.66498 2.84179 4.00622
H 4.59378 6.51658 5.68953
H 5.05453 6.86331 4.01154
H 6.16272 5.94422 5.06410

Computed properties:
F_max ... 0.0849 hartree/bohr
E_HOMO ... -10.02 eV
HOMO-LUMO gap ... 6.69 eV
Total charge ... +1

Atom charges from the Löwdin analysis, given in e for atoms 1 to 2: C 0.0884; C -0.1199

(3)
Below is 2 unconnected molecules or ions with the total composition C2HF4P in a non-equilibrium geometry, with properties calculated with ωB97M-V/def2-TZVPD.

CARTESIAN COORDINATES (ANGSTROEM)
C 0.19263 -0.08756 0.42023
C -2.23316 0.03268 1.60530
F 1.96584 -1.20386 0.88445
F -2.55392 0.80451 2.63672
F -3.13333 -0.96553 1.45156
F -2.24942 0.77821 0.43986
P -0.36576 -0.75938 1.80003
H 0.69756 0.52307 -0.34411

Computed properties:
F_max ... 0.0698 hartree/bohr
Relative energy (zero: lowest compared OMol25 entry of this formula, charge and spin) ... 466.22 kJ/mol
E_HOMO (alpha / beta) ... -10.98 / -10.98 eV
HOMO-LUMO gap (alpha / beta) ... 8.96 / 8.96 eV

Atom charges from the natural (NBO) analysis, given in e for atoms 1 to 2: C -0.2557; C 0.7707

(4)
Below is 2 unconnected molecules or ions with the total composition C24H27N3O5 in a non-equilibrium geometry, with properties calculated with ωB97M-V/def2-TZVPD.

CARTESIAN COORDINATES (ANGSTROEM)
C -2.19676 0.44432 -4.65563
N -2.27355 -0.93859 -4.18023
C -3.18698 -1.48799 -3.37184
O -3.14809 -2.69637 -3.15963
C -4.28328 -0.63228 -2.70807
C -4.11693 -0.56680 -1.18060
C -2.77375 -0.05489 -0.68963
C -2.27705 1.18031 -1.15071
C -1.04018 1.66326 -0.68479
C -0.30867 0.92585 0.26678
O 0.85977 1.42238 0.74269
C -0.80709 -0.30784 0.73729
C -2.03650 -0.79735 0.25507
N -5.61122 -1.17550 -3.01025
C -6.54440 -0.54307 -3.71783
C -7.83964 -1.28836 -3.94111
O -6.39266 0.57866 -4.18386
H -3.17739 0.79044 -4.99165
H -1.50566 0.50250 -5.49856
H -1.82956 1.09655 -3.86224
H -1.58828 -1.58991 -4.53056
H -4.22188 0.38476 -3.08942
H -4.89219 0.08544 -0.77590
H -4.28402 -1.56498 -0.77212
H -2.85428 1.77277 -1.84650
H -0.65357 2.61171 -1.02461
H 1.16020 0.91898 1.51831
H -0.23948 -0.87924 1.45607
H -2.41356 -1.74660 0.61066
H -5.80081 -2.11591 -2.70299
H -8.49556 -0.67967 -4.56250
H -7.63048 -2.23111 -4.44301
H -8.31670 -1.47696 -2.98148
C 3.02913 2.15556 5.64695
C 2.82370 1.60873 4.39125
C 3.75501 2.01027 3.26036
C 4.82571 0.97710 3.00521
C 5.94645 0.77454 3.77645
N 6.70742 -0.22526 3.17559
C 6.09831 -0.65815 2.00828
C 6.47785 -1.61383 1.06147
C 5.65706 -1.83633 -0.05235
C 4.46963 -1.10652 -0.20611
C 4.10012 -0.15194 0.75149
C 4.91992 0.06806 1.86346
C 1.67787 0.70860 4.14788
O 1.55934 0.18038 3.05469
O 0.76929 0.54144 5.13641
H 3.84805 2.84003 5.84414
H 2.38011 1.92133 6.48654
H 4.24396 2.95810 3.50573
H 3.18043 2.18448 2.34529
H 6.19501 1.31034 4.68758
H 7.59257 -0.58335 3.52934
H 7.39770 -2.17548 1.18450
H 5.94065 -2.57257 -0.79823
H 3.83351 -1.27691 -1.06920
H 3.18666 0.41518 0.62598
H 0.10477 -0.05830 4.76615

Computed properties:
F_max ... 0.0750 hartree/bohr
Relative energy (zero: lowest compared OMol25 entry of this formula, charge and spin) ... 165.85 kJ/mol
E_HOMO ... -7.89 eV
HOMO-LUMO gap ... 7.80 eV
SMILES string ... CNC(=O)[C@H](Cc1ccc(O)cc1)NC(C)=O.C=C(Cc1c[nH]c2ccccc12)C(=O)O

Atom charges from the natural (NBO) analysis, given in e for atoms 1 to 2: C -0.4237; N -0.5980